No. 1
Formula: CH5FS
Source: the OMol25 dataset
Level of theory: the ωB97M-V functional and the def2-TZVPD basis

Computed properties:
2S+1: 1
charge: 0
structure (SMILES): CS.F
frontier orbital gap: 9.541 eV

Each line ends with the Mulliken charge.
Element x y z (Å)
C (-0.03624, -0.63173, -0.52703)  -0.61
S (-1.38370, -0.98652, 0.63330)  -0.21
H (-0.01893, 0.42198, -0.81406)  0.13
H (0.93338, -0.92368, -0.11924)  0.26
H (-0.22849, -1.22990, -1.42074)  0.31
H (-0.96707, -0.18184, 1.62195)  0.11
F (1.02777, 1.44540, 0.59839)  -0.39
H (0.67327, 2.08628, 0.02743)  0.40

Atoms 1-6, force components in eV/Å:
C -0.1 -0.2 -0.5
S 0.1 0.1 0.0
H -0.2 -0.7 -0.1
H -0.2 0.1 -0.1
H -0.1 0.0 0.1
H 0.0 0.0 -0.1

=====

No. 2
Formula: C34H30ClN5O4SSbV
Source: the OMol25 dataset
Level of theory: the ωB97M-V functional and the def2-TZVPD basis

Computed properties:
2S+1: 4
<S²>: 3.77
charge: -1
frontier orbital gap (spin up / spin down): 6.108 / 6.407 eV

Each line ends with the Mulliken charge.
Element x y z (Å)
V (1.31054, -1.22293, 0.81515)  -0.24
C (0.67705, -5.45295, 1.89942)  -1.88
C (1.09959, -4.02501, 1.74545)  0.48
N (0.37040, -3.09327, 1.24022)  1.28
N (-0.87612, -3.40761, 0.77260)  -1.50
C (-1.75712, -2.47344, 0.99027)  0.42
N (-3.00105, -2.68016, 0.46079)  -0.45
S (-1.54361, -1.08516, 2.02523)  -0.48
C (2.40152, -3.58622, 2.27702)  0.78
C (3.26206, -4.45052, 2.94733)  -0.95
C (4.42714, -3.94470, 3.49708)  -0.45
C (4.70372, -2.59035, 3.36846)  -0.86
C (3.81008, -1.79413, 2.67350)  -0.12
N (2.69287, -2.27958, 2.13037)  0.40
H (0.56793, -5.70625, 2.95719)  0.34
H (-0.27211, -5.61097, 1.39679)  0.43
H (1.42890, -6.11984, 1.47235)  0.38
H (-3.04373, -3.30836, -0.32584)  0.28
H (-3.60813, -1.87817, 0.42911)  0.21
H (3.01621, -5.49807, 3.04221)  0.39
H (5.10877, -4.60002, 4.02438)  0.40
H (5.59558, -2.15236, 3.79339)  0.43
H (3.97907, -0.73092, 2.54132)  0.42
O (1.93510, 2.73384, 1.00072)  -0.60
Cl (2.60106, 1.43752, 1.13408)  1.08
O (3.83061, 1.58380, 1.91815)  -0.75
O (1.67473, 0.57430, 1.99072)  -0.68
O (0.19741, -0.00075, -0.37547)  0.76
C (2.30920, -2.19107, -0.95993)  -1.52
C (2.30107, -1.25848, -2.05916)  1.00
C (3.32137, -0.30274, -2.24669)  -0.49
C (3.29925, 0.59283, -3.29454)  -0.79
C (2.24612, 0.58210, -4.21346)  0.20
C (1.20303, -0.34083, -4.03884)  -0.52
C (1.23247, -1.22602, -2.98830)  -0.36
C (2.23779, 1.49326, -5.30819)  0.20
N (2.23487, 2.22949, -6.19646)  -0.67
H (3.30713, -2.46975, -0.61672)  0.47
H (1.68897, -3.06872, -1.15143)  0.39
H (4.14567, -0.27631, -1.54223)  0.36
H (4.10054, 1.31097, -3.41762)  0.41
H (0.37507, -0.34766, -4.73738)  0.41
H (0.41499, -1.92595, -2.85543)  0.26
C (-0.40245, 4.65642, -3.10896)  -0.64
C (0.49193, 3.60309, -2.97646)  -0.61
C (0.27642, 2.62953, -2.00756)  -0.11
C (-0.83535, 2.71161, -1.17547)  0.20
C (-1.73038, 3.76624, -1.31431)  -0.28
C (-1.51250, 4.74020, -2.27767)  -0.67
Sb (-1.17040, 1.11386, 0.18528)  0.71
C (-1.53417, 2.28934, 1.92371)  1.37
C (-0.88079, 3.51474, 1.99659)  -0.44
C (-1.12978, 4.36930, 3.06009)  -0.85
C (-2.04140, 4.01233, 4.04402)  -0.45
C (-2.69571, 2.79064, 3.96997)  -0.87
C (-2.43758, 1.92561, 2.91490)  -0.38
C (-2.98673, 0.46951, -0.69190)  0.70
C (-4.22896, 0.55938, -0.07499)  -0.64
C (-5.36375, 0.08430, -0.72100)  -0.45
C (-5.25565, -0.48797, -1.98204)  -0.54
C (-4.01531, -0.57562, -2.60152)  -0.60
C (-2.88329, -0.09337, -1.95965)  -0.51
H (-0.23501, 5.41232, -3.86643)  0.37
H (1.34961, 3.53677, -3.63307)  0.42
H (0.96978, 1.80335, -1.89846)  0.11
H (-2.59992, 3.83331, -0.66712)  0.36
H (-2.20843, 5.56398, -2.38292)  0.38
H (-0.15562, 3.79338, 1.24455)  0.29
H (-0.60077, 5.31169, 3.12127)  0.40
H (-2.23668, 4.68056, 4.87371)  0.37
H (-3.40126, 2.50240, 4.73910)  0.39
H (-2.92663, 0.96088, 2.87572)  0.29
H (-4.31229, 0.98400, 0.91895)  0.19
H (-6.33098, 0.15472, -0.23892)  0.39
H (-6.13889, -0.86440, -2.48296)  0.36
H (-3.93205, -1.02125, -3.58496)  0.41
H (-1.91105, -0.16968, -2.43711)  0.42

Atoms 1-6, force components in eV/Å:
V -0.4 -0.3 0.5
C 0.0 0.0 0.0
C 0.0 -0.1 0.1
N 0.4 0.2 -0.2
N -0.1 0.0 -0.1
C 0.0 -0.1 0.0

=====

No. 3
Formula: C9H14N2O2
Source: the OMol25 dataset
Level of theory: the ωB97M-V functional and the def2-TZVPD basis

Computed properties:
2S+1: 1
charge: 0
frontier orbital gap: 9.409 eV

Each line ends with the Mulliken charge.
Element x y z (Å)
C (0.14440, -0.68952, -1.08158)  0.08
C (-0.18754, 1.29599, -2.41455)  -0.48
C (0.83080, 2.06105, -1.61424)  -0.73
C (1.34460, 1.31455, -0.19929)  -1.27
C (0.55712, 0.10617, 0.04605)  2.32
C (1.21274, -0.68674, 1.13970)  -1.54
C (0.50459, -1.84365, 2.11894)  -0.65
C (-1.09527, -1.75099, 1.71357)  -0.47
C (-0.69305, 0.57994, 0.79147)  -0.04
H (-1.14961, -1.06971, -2.60793)  0.39
H (-1.17160, 1.65754, -2.16393)  0.25
H (-0.13019, 1.68267, -3.38112)  0.43
H (1.64702, 2.32927, -2.13850)  0.53
H (0.17064, 3.00998, -1.19059)  0.19
H (2.36184, 1.10566, -0.18720)  0.59
H (0.91497, 2.20755, 0.62079)  0.26
H (1.57954, 0.08052, 2.05080)  0.21
H (1.97271, -1.21192, 0.67857)  0.57
H (1.01940, -2.93805, 2.18170)  0.27
H (0.60999, -1.51437, 3.09878)  0.40
H (-1.80028, -2.22086, 2.39080)  0.44
H (-1.33134, -2.23460, 0.68213)  0.19
H (-2.45129, -0.00703, 1.79855)  0.34
N (0.01911, -0.13979, -2.25733)  -0.59
N (-1.31920, -0.25425, 1.76360)  -0.34
O (-0.15738, -1.86910, -0.98253)  -0.68
O (-0.94905, 1.81420, 0.81037)  -0.66

Atoms 1-6, force components in eV/Å:
C -0.4 -2.2 -0.2
C 0.0 -0.1 1.3
C -3.3 0.8 5.5
C -3.3 5.4 -1.0
C -1.4 0.1 3.6
C 0.5 -0.5 5.4

=====

No. 4
Formula: C5H11NO2
Source: the OMol25 dataset
Level of theory: the ωB97M-V functional and the def2-TZVPD basis

Computed properties:
2S+1: 1
charge: 0
frontier orbital gap: 8.293 eV

Each line ends with the Mulliken charge.
Element x y z (Å)
C (0.55755, 0.50661, -1.10941)  0.20
C (0.27987, 0.26283, 0.30691)  0.30
C (-2.28816, -1.55738, -0.02839)  -0.65
C (-0.02711, 1.35010, 1.27155)  -1.36
C (2.15180, 0.37447, -0.27532)  -0.21
O (-1.86979, -0.27488, -0.47163)  -0.52
O (0.24041, -0.36945, -1.97854)  -0.78
N (2.78751, -0.70799, -0.26084)  -0.53
H (-1.36918, -0.38725, -1.34199)  0.32
H (0.53466, 1.58400, -1.37456)  0.27
H (0.25338, -0.77487, 0.61766)  0.41
H (3.78324, -0.58434, -0.07104)  0.28
H (2.58268, 1.37029, -0.11158)  0.43
H (-3.09828, -1.93997, -0.65825)  0.28
H (-1.46287, -2.27970, -0.04890)  0.30
H (-2.65569, -1.45687, 0.99435)  0.25
H (0.39515, 1.15274, 2.25679)  0.33
H (0.31913, 2.32075, 0.91328)  0.31
H (-1.11432, 1.41093, 1.36989)  0.37

Atoms 1-6, force components in eV/Å:
C -2.5 -1.1 0.4
C 1.4 0.5 -1.6
C 0.0 0.2 -0.3
C 0.4 0.0 0.1
C 0.4 0.2 1.0
O -0.4 -0.3 -0.8